178
Properties=species:S:1:pos:R:3:forces:R:3:lowdin_charge:R:1 method="wB97M-V/def2-TZVPD" orbital_gap_ev=5.757 homo_ev=-10.1 charge=+1
C 1.2126 4.3242 0.4077 -0.24 -0.01 -0.01 -0.066
C 0.1501 4.0205 1.4861 0.76 0.33 -0.75 -0.236
C 0.5441 2.7332 2.2387 0.04 1.03 0.69 -0.327
C 1.3787 3.1782 3.4602 -0.05 -0.37 0.17 -0.031
C -0.5131 1.7551 2.7656 0.38 0.18 0.50 -0.301
C -1.4494 2.2449 3.9006 -0.17 0.05 -0.11 -0.172
C -1.9952 3.6834 3.8502 -0.54 0.05 0.50 -0.037
C -3.1094 4.0743 2.9148 -0.53 0.79 -1.94 -0.439
O -3.0272 4.4640 1.7701 -0.02 -0.93 2.08 0.065
F -4.3248 4.0920 3.5070 0.55 0.26 -0.13 0.083
C -2.4701 1.1811 4.3983 -0.70 -0.96 -0.56 -0.283
N -3.8618 1.4774 4.0514 0.04 0.02 0.19 0.090
C -2.0977 -0.2198 3.8641 1.04 0.92 0.03 -0.274
C -2.9528 -1.3652 4.4030 -0.05 0.47 0.74 -0.159
C -2.1653 -2.6380 4.7186 -0.58 -0.08 -0.56 -0.181
C -1.4953 -3.1762 3.4548 -0.11 -0.30 0.93 -0.217
C -1.0273 -4.6381 3.4989 0.03 0.40 -0.90 -0.182
C 0.0624 -4.7987 2.4314 0.04 0.17 0.16 -0.205
C -0.4996 -4.7346 0.9984 0.35 -0.44 0.48 -0.195
C 0.3251 -3.8317 0.0905 -0.13 -0.53 -0.42 -0.207
C -0.4251 -3.3500 -1.1555 0.00 0.56 0.50 -0.171
C 0.0792 -1.9773 -1.6609 -0.12 -0.61 -0.28 -0.238
C 0.6349 -1.9675 -3.1025 -0.24 -0.01 0.59 -0.158
C -0.0555 -0.9277 -4.0019 0.62 0.14 0.19 -0.162
C 0.8193 0.2932 -4.3421 0.16 -0.62 -0.39 -0.120
N 1.7334 0.6858 -3.2841 -0.56 -0.09 -0.92 -0.113
C 1.4117 0.9436 -1.9960 -1.45 -0.33 -0.43 -0.160
C 2.5325 1.2617 -1.3228 0.38 0.31 0.97 -0.119
C 3.5905 1.2162 -2.2574 0.94 0.45 1.73 -0.091
C 3.0652 0.8532 -3.4330 0.60 -0.13 -1.15 -0.111
C -2.1118 -0.1569 2.3427 -0.88 -0.49 0.66 -0.257
N -1.1541 0.8585 1.7260 0.42 -1.17 0.50 -0.759
S 0.1222 -0.1306 0.9109 0.34 0.13 -0.95 0.879
I -2.1551 1.7331 0.1108 -0.02 0.18 -0.30 1.252
H 0.8050 4.9709 -0.3656 -0.04 0.20 0.00 0.082
H 1.5466 3.4237 -0.1056 0.03 0.00 0.02 0.046
H 2.0669 4.8274 0.8531 0.22 -0.13 -0.05 0.059
H -0.8160 4.0753 1.0003 -0.20 -0.38 0.34 0.028
H 0.2129 4.8601 2.1747 -0.36 0.07 0.20 0.100
H 1.2865 2.2169 1.6381 -0.37 -0.50 -0.32 0.092
H 2.2216 3.7830 3.1419 0.04 0.12 -0.10 0.088
H 1.7721 2.3223 4.0147 0.08 -0.07 -0.03 0.088
H 0.7937 3.7669 4.1604 -0.02 0.19 0.04 0.080
H 0.1209 1.0340 3.2818 -0.08 -0.31 0.00 0.119
H -0.7677 2.2832 4.7466 0.38 0.18 -0.07 0.143
H -1.1989 4.4030 3.7109 0.23 -0.04 -0.35 0.110
H -2.3661 3.9036 4.8515 -0.15 -0.13 0.09 0.139
H -2.4065 1.1072 5.4811 0.13 0.27 0.17 0.150
H -4.4149 1.5102 4.8968 -0.12 0.31 -0.06 0.099
H -4.3012 0.7608 3.4884 0.13 -0.02 -0.09 0.076
H -1.0742 -0.4048 4.2094 0.08 -0.15 -0.10 0.146
H -3.8061 -1.5523 3.7507 0.02 -0.27 -0.19 0.126
H -3.3960 -1.0162 5.3389 -0.08 0.09 0.04 0.120
H -1.4437 -2.4553 5.5137 0.19 0.12 0.00 0.119
H -2.8795 -3.3478 5.1351 0.00 -0.25 -0.08 0.120
H -2.2208 -3.0821 2.6471 0.10 0.10 -0.24 0.107
H -0.6314 -2.5365 3.2605 0.05 0.03 -0.28 0.096
H -0.6839 -4.9517 4.4807 0.03 0.09 0.15 0.113
H -1.8773 -5.2501 3.1919 -0.06 -0.28 0.38 0.115
H 0.6562 -5.6937 2.6064 -0.03 -0.15 -0.09 0.113
H 0.7389 -3.9524 2.5544 0.24 -0.12 0.14 0.069
H -0.4971 -5.7480 0.5985 -0.21 -0.06 -0.19 0.115
H -1.5450 -4.4283 1.0465 -0.06 0.20 -0.19 0.097
H 1.1797 -4.4146 -0.2602 0.30 0.14 0.18 0.108
H 0.7343 -3.0027 0.6730 -0.14 0.16 -0.03 0.073
H -1.4789 -3.2404 -0.8890 -0.11 -0.12 -0.06 0.105
H -0.3634 -4.1098 -1.9307 -0.05 -0.01 -0.16 0.097
H 0.8386 -1.6206 -0.9679 0.23 0.04 -0.06 0.037
H -0.7454 -1.2686 -1.5812 -0.03 0.12 -0.06 0.066
H 0.5112 -2.9723 -3.5014 -0.06 0.03 -0.19 0.084
H 1.7072 -1.8013 -3.0123 0.13 0.12 -0.35 0.114
H -0.9640 -0.5614 -3.5349 -0.27 -0.18 0.03 0.088
H -0.3315 -1.4078 -4.9346 -0.25 0.19 -0.16 0.106
H 1.4351 0.0152 -5.1941 0.24 0.10 -0.02 0.123
H 0.2186 1.1359 -4.6744 -0.19 0.11 0.13 0.118
H 0.3844 0.8411 -1.6936 -0.01 0.08 0.10 0.056
H 2.5328 1.4974 -0.2729 0.36 0.03 0.06 0.067
H 4.6216 1.4247 -2.0433 0.17 0.00 -0.09 0.097
H 3.6220 0.7310 -4.3428 -0.38 -0.17 -0.39 0.123
H -3.1175 0.0651 2.0025 -0.11 0.30 0.03 0.066
H -1.9080 -1.1437 1.9541 0.37 0.05 -0.35 0.079
H 0.8823 -0.6269 1.9211 -0.53 0.32 0.46 -0.065
C 3.3938 8.8631 2.9855 -0.05 -0.17 0.15 -0.070
C 3.9008 7.4499 2.7504 -0.08 0.40 -0.49 -0.485
C 4.8106 7.3792 1.5338 0.08 -0.21 0.02 -0.061
O 2.7929 6.5565 2.5767 0.00 -0.28 0.24 -0.079
H 2.8088 9.2094 2.1281 0.08 0.00 -0.06 0.084
H 2.7394 8.9004 3.8540 0.06 0.03 0.04 0.071
H 4.2176 9.5581 3.1455 -0.03 0.03 0.01 0.085
H 4.4414 7.1038 3.6320 -0.12 -0.14 0.03 0.139
H 4.2691 7.6794 0.6321 -0.01 0.10 0.04 0.082
H 5.1620 6.3585 1.3747 0.03 0.01 0.04 0.078
H 5.6768 8.0310 1.6500 -0.01 0.02 -0.02 0.082
H 2.3027 6.8505 1.8013 0.02 0.10 0.00 0.073
C -0.1283 11.2027 3.9505 0.00 -0.21 0.02 -0.063
C 0.9823 11.6685 4.8808 -0.17 0.39 -0.42 -0.497
C 0.7983 13.1254 5.2762 0.10 0.01 0.17 -0.062
O 2.2503 11.4906 4.2490 0.05 -0.16 0.22 -0.067
H -0.1253 11.7877 3.0267 -0.02 0.09 0.05 0.082
H 0.0192 10.1579 3.6721 0.00 -0.01 0.05 0.072
H -1.1078 11.3034 4.4203 -0.01 0.02 -0.02 0.080
H 0.9948 11.0455 5.7762 0.15 -0.05 -0.03 0.137
H 0.8294 13.7692 4.3930 -0.09 -0.04 -0.04 0.082
H 1.6031 13.4459 5.9380 -0.02 -0.04 0.03 0.080
H -0.1541 13.2815 5.7847 0.00 0.02 -0.02 0.081
H 2.2620 12.0342 3.4541 -0.01 0.04 0.01 0.090
C 4.6606 -2.9827 4.5513 -0.05 -0.23 -0.04 -0.054
C 3.6270 -2.4114 3.5977 0.14 0.22 0.49 -0.481
C 3.7611 -0.9043 3.4679 -0.09 0.08 -0.14 -0.053
O 2.3041 -2.7312 4.0526 -0.17 0.01 -0.32 -0.071
H 4.5372 -2.5629 5.5530 0.06 0.13 -0.04 0.072
H 4.5433 -4.0636 4.6383 0.00 0.00 -0.07 0.086
H 5.6733 -2.7668 4.2132 0.01 0.05 0.08 0.084
H 3.7383 -2.8746 2.6163 -0.18 -0.07 0.00 0.141
H 3.6012 -0.4154 4.4334 0.10 -0.06 0.05 0.084
H 3.0027 -0.5227 2.7810 0.03 0.06 -0.10 0.047
H 4.7437 -0.6148 3.0956 0.00 0.01 0.01 0.090
H 2.1937 -2.3315 4.9222 0.08 -0.06 0.06 0.086
C 7.6937 -0.7712 8.6361 -0.06 0.20 -0.03 -0.063
C 6.7284 -1.5509 7.7570 0.51 -0.30 0.18 -0.505
C 6.5797 -2.9873 8.2365 -0.19 -0.04 -0.08 -0.060
O 7.1813 -1.5349 6.4023 -0.28 0.14 -0.11 -0.066
H 8.6886 -1.2231 8.6070 -0.04 -0.09 0.05 0.083
H 7.7941 0.2539 8.2784 -0.05 0.00 0.01 0.080
H 7.3552 -0.7470 9.6728 0.03 -0.02 0.00 0.081
H 5.7532 -1.0605 7.7611 0.00 0.03 -0.15 0.133
H 7.5406 -3.5065 8.1950 0.04 0.06 0.07 0.085
H 5.8887 -3.5365 7.5951 -0.03 0.02 0.02 0.068
H 6.2094 -3.0269 9.2618 0.03 -0.01 0.00 0.082
H 8.0434 -1.9631 6.3751 0.02 0.01 0.02 0.089
C 2.1476 -6.5299 -2.8523 -0.08 0.09 0.19 -0.055
C 0.8538 -6.7056 -3.6341 0.54 -0.02 -0.31 -0.489
C 1.0119 -7.7322 -4.7433 -0.22 -0.06 -0.13 -0.053
O 0.4500 -5.4489 -4.1842 -0.27 0.08 0.21 -0.068
H 2.9465 -6.1724 -3.5077 0.00 -0.09 -0.06 0.084
H 2.0211 -5.7863 -2.0628 -0.03 -0.03 0.02 0.059
H 2.4669 -7.4690 -2.3983 0.02 0.01 -0.01 0.082
H 0.0565 -7.0177 -2.9580 -0.10 0.14 -0.04 0.138
H 1.7777 -7.4123 -5.4569 0.10 0.00 0.11 0.085
H 0.0797 -7.8437 -5.2980 -0.04 -0.02 0.09 0.057
H 1.2978 -8.7060 -4.3427 0.03 0.01 -0.01 0.085
H 1.1418 -5.1549 -4.7864 0.02 -0.06 -0.03 0.086
C -4.8656 -0.0198 -6.2676 0.09 -0.12 0.12 -0.069
C -3.8941 0.3036 -5.1442 -0.16 0.39 -0.43 -0.490
C -4.1046 1.7167 -4.6191 0.07 -0.03 0.20 -0.061
O -2.5486 0.1528 -5.6025 0.11 -0.11 0.24 -0.063
H -4.7179 0.6586 -7.1110 -0.05 0.06 0.03 0.085
H -4.7017 -1.0295 -6.6395 -0.02 -0.01 0.04 0.075
H -5.9008 0.0632 -5.9362 -0.01 0.00 -0.05 0.083
H -4.0231 -0.4122 -4.3299 0.16 -0.06 -0.01 0.136
H -3.9330 2.4501 -5.4111 -0.08 -0.03 -0.04 0.084
H -3.3966 1.9372 -3.8167 0.00 -0.02 0.02 0.064
H -5.1179 1.8509 -4.2376 0.00 0.02 -0.03 0.081
H -2.4132 0.7752 -6.3251 -0.06 -0.02 -0.06 0.092
C -8.9657 -1.4117 -8.5654 -0.02 0.12 0.16 -0.064
C -7.8007 -0.7564 -9.2915 -0.11 -0.57 -0.13 -0.494
C -7.7339 -1.2004 -10.7446 0.11 0.14 -0.08 -0.063
O -6.5747 -1.0727 -8.6286 0.02 0.29 0.04 -0.069
H -8.8531 -2.4993 -8.5630 -0.01 0.00 -0.11 0.081
H -8.9985 -1.0879 -7.5244 -0.01 0.05 -0.02 0.077
H -9.9172 -1.1636 -9.0374 0.00 -0.03 0.00 0.081
H -7.9042 0.3283 -9.2450 0.14 0.02 0.08 0.138
H -7.5840 -2.2817 -10.8086 -0.10 -0.02 0.04 0.081
H -6.8922 -0.7270 -11.2507 -0.03 0.04 0.01 0.079
H -8.6499 -0.9461 -11.2794 0.00 -0.03 0.00 0.081
H -6.4632 -2.0288 -8.6590 -0.02 -0.02 -0.03 0.088
C -1.5112 -7.0241 -8.5196 0.19 0.09 0.07 -0.061
C -1.5365 -8.3766 -7.8237 -0.52 0.20 -0.24 -0.502
C -2.3935 -9.3752 -8.5863 0.07 -0.18 0.07 -0.063
O -2.0304 -8.2272 -6.4920 0.27 -0.12 0.12 -0.066
H -2.5189 -6.6034 -8.5767 -0.03 -0.08 -0.06 0.081
H -0.8976 -6.3175 -7.9589 0.03 -0.03 0.00 0.075
H -1.1125 -7.1062 -9.5318 -0.03 0.01 -0.01 0.081
H -0.5194 -8.7610 -7.7336 -0.01 0.00 0.15 0.135
H -3.4279 -9.0258 -8.6459 0.03 0.08 -0.06 0.081
H -2.4065 -10.3375 -8.0738 0.05 0.00 -0.01 0.080
H -2.0200 -9.5254 -9.6001 -0.03 0.01 -0.01 0.081
H -2.9296 -7.8879 -6.5458 -0.02 0.01 -0.01 0.087